1.
C15H19N3O3 | ωB97M-V with the def2-TZVPD basis set

Energy above the lowest of the compared OMol25 structures with the same formula, charge and spin: 0.2736 eV
Energy: -26477.350 eV
SMILES: Cn1nc(NC(=O)CC(C)(C)CC(=O)O)c2ccccc21
F_max: 1.11 eV/A
HOMO energy: -7.91 eV

Each line ends with the Mulliken charge.
Atoms and positions in Å:
C1 -1.77 -2.85 -0.77  -0.95
N1 -1.97 -1.46 -0.45  0.24
C2 -3.12 -0.82 -0.15  -0.23
C3 -4.44 -1.26 -0.07  -0.75
C4 -5.39 -0.33 0.28  -0.50
C5 -5.06 1.00 0.54  -0.77
C6 -3.76 1.45 0.46  -0.38
C7 -2.77 0.53 0.12  1.12
C8 -1.36 0.56 -0.07  0.14
N2 -0.91 -0.63 -0.41  -0.43
N3 -0.57 1.68 0.09  -0.04
C9 0.79 1.84 0.02  0.47
O1 1.25 2.94 0.25  -0.67
C10 1.55 0.60 -0.36  -1.31
H1 1.25 -0.20 0.31  0.64
H2 1.20 0.31 -1.35  0.63
C11 3.08 0.74 -0.37  1.90
C12 3.59 1.17 1.01  -2.01
H3 3.25 2.17 1.23  0.51
H4 3.22 0.50 1.78  0.37
H5 4.68 1.15 1.03  0.44
C13 3.52 1.76 -1.43  -2.07
H6 3.08 2.72 -1.20  0.39
H7 4.60 1.86 -1.43  0.52
H8 3.20 1.45 -2.42  0.38
C14 3.69 -0.63 -0.75  -0.96
C15 3.49 -1.67 0.32  0.47
O2 2.46 -2.20 0.62  -0.57
O3 4.64 -1.95 0.96  -0.46
H9 4.49 -2.61 1.66  0.36
H10 4.76 -0.52 -0.91  0.44
H11 3.22 -0.99 -1.66  0.43
H12 -1.08 2.52 0.35  0.18
H13 -3.52 2.48 0.67  0.35
H14 -5.85 1.69 0.81  0.39
H15 -6.43 -0.63 0.35  0.38
H16 -4.70 -2.29 -0.27  0.41
H17 -2.17 -3.08 -1.76  0.28
H18 -2.25 -3.48 -0.03  0.35
H19 -0.69 -3.03 -0.76  0.31

2.
C2H5NS2 | ωB97M-V with the def2-TZVPD basis set

Energy above the lowest of the compared OMol25 structures with the same formula, charge and spin: 3.7880 eV
Energy: -25312.038 eV
F_max: 4.52 eV/A
HOMO energy: -7.70 eV

Each line ends with the Mulliken charge.
Atoms and positions in Å:
C1 0.68 -1.06 0.50  -0.38
C2 -1.26 0.76 -0.49  -0.51
N1 0.20 0.31 0.75  -0.38
S1 2.02 -0.69 -0.65  -0.14
S2 1.63 1.16 0.15  -0.02
H1 1.06 -1.29 1.39  0.32
H2 -0.04 -1.75 0.21  0.38
H3 -1.21 -0.05 -1.29  0.26
H4 -2.12 0.80 0.24  0.23
H5 -0.97 1.81 -0.80  0.24

3.
C18H25FIN4O3Re | ωB97M-V with the def2-TZVPD basis set

2S+1: 4
Energy above the lowest of the compared OMol25 structures with the same formula, charge and spin: 0.3675 eV
Net charge: -1
Energy: -44127.509 eV
F_max: 2.93 eV/A
HOMO energy (spin up / spin down): -2.91 / -4.14 eV

Each line ends with the Mulliken spin population.
Atoms and positions in Å:
Re1 -0.35 -0.66 -0.97  2.54
O1 -0.16 -3.85 -0.39  0.01
C1 -1.02 -3.33 0.29  0.00
O2 -1.35 -2.11 0.33  0.02
H1 -1.64 -3.96 0.99  0.00
F1 0.71 0.65 -2.05  0.05
C2 -2.86 2.02 -2.02  0.05
C3 -3.58 1.80 -0.69  0.01
C4 -4.03 0.35 -0.50  0.02
C5 -2.73 2.27 0.46  0.09
C6 -3.20 3.33 1.21  -0.07
C7 -2.48 3.86 2.27  0.13
C8 -1.25 3.29 2.58  -0.07
C9 -0.74 2.22 1.89  0.11
C10 0.59 1.65 2.35  0.00
C11 1.67 1.75 1.27  0.04
C12 0.41 0.21 2.84  0.02
C13 -1.47 1.66 0.78  0.09
N1 -1.00 0.65 0.10  -0.20
H2 -3.49 1.72 -2.86  0.00
H3 -1.93 1.45 -2.06  -0.01
H4 -2.60 3.08 -2.13  0.00
H5 -4.48 2.42 -0.71  0.00
H6 -3.17 -0.31 -0.39  0.00
H7 -4.62 0.02 -1.35  0.00
H8 -4.63 0.27 0.41  0.00
H9 -4.15 3.77 0.94  0.00
H10 -2.86 4.69 2.84  0.02
H11 -0.67 3.71 3.39  0.00
H12 0.92 2.25 3.20  0.00
H13 1.40 1.15 0.40  0.01
H14 2.62 1.39 1.66  0.00
H15 1.78 2.78 0.94  0.00
H16 0.03 -0.42 2.04  0.02
H17 -0.29 0.18 3.67  0.00
H18 1.36 -0.20 3.17  0.00
C14 4.23 -2.39 0.98  0.00
N2 3.60 -2.42 -0.31  -0.01
C15 4.27 -2.81 -1.42  0.00
C16 3.66 -2.76 -2.64  0.00
C17 2.32 -2.29 -2.69  0.01
N3 1.68 -1.91 -1.59  0.04
C18 2.28 -1.94 -0.39  -0.05
O3 1.75 -1.54 0.63  0.03
N4 1.70 -2.19 -3.87  0.01
H19 5.20 -2.90 0.93  0.00
H20 3.59 -2.89 1.71  0.00
H21 4.37 -1.36 1.30  0.00
H22 5.28 -3.16 -1.29  0.00
H23 4.18 -3.05 -3.54  0.00
H24 2.12 -2.55 -4.70  0.00
H25 0.72 -1.90 -3.88  -0.01
I1 -1.70 -1.70 -3.11  0.08

4.
C25H41Cl3N3NdO3SSi | ωB97M-V with the def2-TZVPD basis set

2S+1: 4
Energy: -108768.022 eV
F_max: 1.68 eV/A
HOMO energy (spin up / spin down): -8.31 / -8.32 eV

Each line ends with the Mulliken spin population.
Atoms and positions in Å:
C1 1.64 -1.05 -3.51  0.00
C2 1.16 0.37 -3.38  0.00
H1 1.47 -1.40 -4.53  0.00
H2 1.17 -1.74 -2.80  0.00
H3 2.72 -1.07 -3.33  0.00
C3 0.61 1.09 -4.37  0.00
C4 0.42 0.62 -5.78  0.00
H4 0.35 2.13 -4.20  0.00
H5 0.58 -0.45 -5.93  0.00
H6 1.06 1.17 -6.48  0.00
H7 -0.62 0.86 -6.06  0.00
Nd1 0.16 -0.84 0.89  3.01
Cl1 2.75 -0.57 1.42  -0.01
Cl2 -0.33 -3.25 0.02  -0.01
C5 0.49 2.41 1.72  0.00
O1 -0.33 1.47 1.82  0.00
N1 0.18 3.69 1.97  0.00
C6 -1.15 4.10 2.41  0.00
C7 1.15 4.75 1.75  0.00
H8 1.54 2.23 1.43  0.00
H9 -1.80 3.22 2.46  0.00
H10 -1.56 4.83 1.71  0.00
H11 -1.08 4.58 3.40  0.00
H12 2.07 4.31 1.36  0.00
H13 1.36 5.28 2.70  0.00
H14 0.77 5.48 1.02  0.00
H15 -1.34 -1.21 -2.74  0.00
H16 -2.25 1.40 -3.19  0.00
C8 -2.30 -1.30 -2.20  0.00
C9 -3.12 0.99 -2.64  0.00
N2 -2.70 0.00 -1.66  0.00
H17 -2.19 -2.04 -1.41  0.00
C10 -2.76 0.27 -0.36  0.00
O2 -2.22 -0.42 0.54  0.00
H18 -3.61 1.81 -2.09  0.00
H19 -3.36 1.17 -0.12  0.00
H20 -3.06 -1.63 -2.93  0.00
H21 -3.82 0.55 -3.35  0.00
O3 0.48 0.24 -1.11  0.00
C11 1.32 0.92 -1.96  0.00
C12 -0.04 3.05 -1.74  0.00
C13 1.20 2.45 -1.85  0.00
H22 -0.91 2.39 -1.66  0.00
C14 -0.14 4.44 -1.69  0.00
H23 2.37 0.71 -1.69  0.00
C15 2.37 3.22 -1.79  0.00
H24 -1.13 4.88 -1.61  0.00
C16 1.02 5.22 -1.74  0.00
C17 2.28 4.61 -1.77  0.00
H25 3.34 2.71 -1.75  0.00
H26 0.93 6.32 -1.70  0.00
H27 3.19 5.23 -1.77  0.00
Si1 0.49 -6.64 0.09  0.00
Cl3 0.66 -5.82 -1.81  0.00
C18 -1.36 -6.74 0.42  0.00
C19 1.77 -5.83 1.19  0.00
C20 0.92 -8.49 0.01  0.00
H28 -1.89 -5.81 0.18  0.00
H29 -1.56 -7.01 1.46  0.00
H30 -1.77 -7.54 -0.22  0.00
H31 0.20 -9.03 -0.62  0.00
H32 0.86 -8.88 1.04  0.00
H33 1.93 -8.66 -0.37  0.00
H34 1.76 -4.73 1.14  0.00
H35 2.78 -6.16 0.86  0.00
H36 1.67 -6.14 2.23  0.00
S1 -0.22 -1.81 3.82  0.00
C21 -0.24 -0.40 4.75  0.00
N3 -1.40 -0.09 5.44  0.00
C22 -1.60 1.13 6.03  0.00
C23 -0.58 2.05 6.07  0.00
C24 0.66 1.72 5.49  0.00
C25 0.83 0.50 4.86  0.00
H37 -2.15 -0.77 5.39  0.00
H38 -2.60 1.27 6.44  0.00
H39 -0.75 3.02 6.53  0.00
H40 1.48 2.44 5.51  0.00
H41 1.75 0.22 4.33  0.00

5.
CH4NO2P | ωB97M-V with the def2-TZVPD basis set

Energy above the lowest of the compared OMol25 structures with the same formula, charge and spin: 1.3438 eV
Energy: -15975.140 eV
SMILES: NP=O.C=O
F_max: 3.56 eV/A
HOMO energy: -9.60 eV

Each line ends with the Mulliken charge.
Atoms and positions in Å:
C1 1.88 1.20 -0.21  -0.12
N1 -1.22 -1.46 0.22  -0.39
O1 0.92 0.65 0.18  -0.33
O2 -2.76 0.24 -0.42  -0.46
P1 -2.10 -0.24 0.77  0.32
H1 2.79 1.10 0.26  0.23
H2 1.89 1.99 -0.94  0.22
H3 -0.95 -1.79 -0.71  0.27
H4 -0.46 -1.68 0.84  0.28

6.
C26H27NO2RuSeSi | ωB97M-V with the def2-TZVPD basis set

2S+1: 2
Net charge: -1
Energy: -108789.059 eV
F_max: 2.20 eV/A
HOMO energy (spin up / spin down): -4.32 / -4.28 eV

Each line ends with the Mulliken spin population.
Atoms and positions in Å:
Ru1 1.78 -0.69 1.12  1.14
C1 2.36 -1.72 3.19  -0.01
C2 2.70 -0.50 3.81  -0.07
C3 3.88 -0.02 3.25  0.02
C4 4.31 -0.94 2.28  -0.05
C5 3.39 -2.01 2.24  0.03
H1 1.61 -2.42 3.55  -0.01
H2 2.14 0.00 4.59  0.00
H3 4.38 0.89 3.52  0.00
H4 5.22 -0.88 1.69  0.00
H5 3.55 -2.96 1.75  0.00
C6 -2.27 1.30 -2.27  0.00
C7 -0.93 1.49 -2.00  0.00
C8 -0.19 0.49 -1.40  0.00
C9 -0.77 -0.73 -1.06  0.00
C10 -2.13 -0.89 -1.32  0.00
C11 -2.87 0.11 -1.91  0.00
Si1 0.34 -2.10 -0.28  -0.06
C12 1.03 -2.95 -1.85  -0.01
C13 1.56 -2.17 -2.88  0.00
C14 2.11 -2.74 -4.02  0.00
C15 2.12 -4.12 -4.16  0.00
C16 1.61 -4.91 -3.14  0.00
C17 1.08 -4.33 -2.00  -0.01
H6 -2.84 2.09 -2.75  0.00
H7 -0.45 2.43 -2.25  0.00
H8 0.85 0.66 -1.17  -0.01
H9 -2.61 -1.82 -1.05  0.00
H10 -3.93 -0.04 -2.11  0.00
H11 -0.66 -3.15 0.20  -0.01
H12 1.53 -1.10 -2.79  0.00
H13 2.53 -2.11 -4.79  0.00
H14 2.54 -4.57 -5.05  0.00
H15 1.61 -5.99 -3.25  0.00
H16 0.69 -4.96 -1.21  0.00
O1 3.48 -1.16 -0.71  0.05
N1 3.66 0.05 -0.96  -0.01
O2 3.04 0.86 -0.22  0.02
C18 -4.89 3.48 0.74  0.00
C19 -3.50 2.91 0.91  0.00
C20 -3.29 1.67 1.50  0.00
C21 -2.01 1.21 1.77  -0.01
C22 -1.81 -0.12 2.43  0.01
C23 -0.91 2.01 1.45  0.01
Se1 0.85 1.51 2.02  -0.05
C24 -1.11 3.24 0.81  0.01
C25 0.08 4.08 0.45  0.00
C26 -2.40 3.66 0.54  0.00
H17 -5.65 2.70 0.77  0.00
H18 -4.98 4.03 -0.19  0.00
H19 -5.08 4.18 1.56  0.00
H20 -4.14 1.05 1.74  0.00
H21 -2.73 -0.71 2.43  0.00
H22 -1.48 0.01 3.46  0.00
H23 -1.03 -0.70 1.91  -0.01
H24 0.76 3.49 -0.17  0.00
H25 0.63 4.35 1.35  0.00
H26 -0.22 4.98 -0.09  0.00
H27 -2.54 4.61 0.05  0.00